(1)
This record from OMol25 describes C10H21N8O2PtSe as an isolated structure. The level of theory is wB97M-V/def2-TZVPD.

Structure (XYZ):
```
43
Properties=species:S:1:pos:R:3:lowdin_charge:R:1
Pt -0.202 2.051 0.115 1.13
N 0.794 3.846 0.177 -0.11
C -0.108 4.978 0.547 -0.21
C -1.361 4.989 -0.309 -0.10
C -2.268 3.772 -0.126 -0.65
O -3.271 3.630 -0.780 0.08
O -1.873 2.912 0.812 -0.26
H 1.578 3.804 0.823 0.11
H 1.197 4.012 -0.743 0.11
H 0.440 5.916 0.441 0.13
H -0.372 4.843 1.593 0.12
H -1.124 5.080 -1.372 0.13
H -1.953 5.872 -0.060 0.13
N -2.179 -2.379 -0.140 0.02
C -2.338 -1.488 -1.327 -0.09
C -1.316 -0.369 -1.250 -0.17
N -1.429 0.394 0.014 -0.20
C -1.312 -0.501 1.184 -0.17
C -2.337 -1.621 1.136 -0.10
H -1.189 -2.803 -0.138 0.05
H -2.850 -3.144 -0.181 0.18
H -3.360 -1.107 -1.330 0.14
H -2.178 -2.084 -2.223 0.14
H -1.458 0.316 -2.084 0.14
H -0.306 -0.774 -1.311 0.09
H -2.334 0.877 0.056 0.12
H -1.458 0.089 2.087 0.13
H -0.302 -0.910 1.191 0.11
H -3.357 -1.235 1.180 0.14
H -2.183 -2.314 1.962 0.14
Se 3.025 -0.521 -2.441 0.57
C 2.052 0.454 -1.318 -0.91
N 1.369 1.075 -0.607 -0.15
N 3.871 -2.746 0.078 0.19
C 3.583 -3.958 0.558 -0.48
N 4.580 -4.721 1.024 0.18
N 2.363 -4.470 0.634 0.12
C 1.326 -3.786 0.277 -0.31
N 0.333 -3.253 -0.011 0.15
H 4.824 -2.445 -0.031 0.11
H 3.189 -2.203 -0.444 -0.01
H 5.542 -4.449 0.954 0.12
H 4.349 -5.629 1.386 0.12
```

* LUMO level: -2.34 eV
* largest force on an atom: 0.130 eV Å⁻¹
* HOMO energy: -10.59 eV
* calculated total energy: -3502.80366 Ha
* molecular weight: 559.37 Da
* orbital gap: 0.3032 Ha
* relative energy (zero: lowest compared OMol25 entry of this formula, charge and spin): 1.3 kcal per mole
* charge: +1



(2)
This record from OMol25 describes one molecule with the formula C3H2INS2 at a distorted geometry. The level of theory is wB97M-V/def2-TZVPD.

Structure (XYZ):
```
9
Properties=species:S:1:pos:R:3:lowdin_charge:R:1
C 0.371 -1.018 1.135 -0.38
C 1.617 -0.652 1.175 -0.59
C -0.317 -1.447 -0.105 -1.13
N 0.200 0.877 -1.304 -0.38
S -1.019 -2.938 -0.128 0.66
S -0.418 -0.538 -1.568 0.84
I 3.112 -0.239 -0.125 0.88
H -0.182 -1.199 2.046 0.10
H 0.048 1.509 -2.083 -0.01
```

* LUMO level (spin up / spin down): -1.25 / -1.68 eV
* largest force on an atom: 1.101 eV Å⁻¹
* HOMO energy (spin up / spin down): -8.52 / -8.68 eV
* calculated total energy: -1264.16648 Ha
* molecular weight: 243.09 Da
* orbital gap (spin up / spin down): 0.2671 / 0.2573 Ha
* relative energy (zero: lowest compared OMol25 entry of this formula, charge and spin): 100.0 kcal per mole



What did the first record say?
This record from OMol25 describes C10H21N8O2PtSe as an isolated structure. The level of theory is wB97M-V/def2-TZVPD.

Structure (XYZ):
```
43
Properties=species:S:1:pos:R:3:lowdin_charge:R:1
Pt -0.202 2.051 0.115 1.13
N 0.794 3.846 0.177 -0.11
C -0.108 4.978 0.547 -0.21
C -1.361 4.989 -0.309 -0.10
C -2.268 3.772 -0.126 -0.65
O -3.271 3.630 -0.780 0.08
O -1.873 2.912 0.812 -0.26
H 1.578 3.804 0.823 0.11
H 1.197 4.012 -0.743 0.11
H 0.440 5.916 0.441 0.13
H -0.372 4.843 1.593 0.12
H -1.124 5.080 -1.372 0.13
H -1.953 5.872 -0.060 0.13
N -2.179 -2.379 -0.140 0.02
C -2.338 -1.488 -1.327 -0.09
C -1.316 -0.369 -1.250 -0.17
N -1.429 0.394 0.014 -0.20
C -1.312 -0.501 1.184 -0.17
C -2.337 -1.621 1.136 -0.10
H -1.189 -2.803 -0.138 0.05
H -2.850 -3.144 -0.181 0.18
H -3.360 -1.107 -1.330 0.14
H -2.178 -2.084 -2.223 0.14
H -1.458 0.316 -2.084 0.14
H -0.306 -0.774 -1.311 0.09
H -2.334 0.877 0.056 0.12
H -1.458 0.089 2.087 0.13
H -0.302 -0.910 1.191 0.11
H -3.357 -1.235 1.180 0.14
H -2.183 -2.314 1.962 0.14
Se 3.025 -0.521 -2.441 0.57
C 2.052 0.454 -1.318 -0.91
N 1.369 1.075 -0.607 -0.15
N 3.871 -2.746 0.078 0.19
C 3.583 -3.958 0.558 -0.48
N 4.580 -4.721 1.024 0.18
N 2.363 -4.470 0.634 0.12
C 1.326 -3.786 0.277 -0.31
N 0.333 -3.253 -0.011 0.15
H 4.824 -2.445 -0.031 0.11
H 3.189 -2.203 -0.444 -0.01
H 5.542 -4.449 0.954 0.12
H 4.349 -5.629 1.386 0.12
```

* LUMO level: -2.34 eV
* largest force on an atom: 0.130 eV Å⁻¹
* HOMO energy: -10.59 eV
* calculated total energy: -3502.80366 Ha
* molecular weight: 559.37 Da
* orbital gap: 0.3032 Ha
* relative energy (zero: lowest compared OMol25 entry of this formula, charge and spin): 1.3 kcal per mole
* charge: +1



> Which formula does entry 1 have?

C10H21N8O2PtSe